{"formula": "C9H10ClCoO5", "method": "the ωB97M-V functional and the def2-TZVPD basis", "elements": ["Co", "O", "C", "O", "C", "C", "C", "C", "C", "O", "C", "C", "O", "O", "H", "H", "H", "H", "H", "H", "H", "H", "Cl", "C", "H", "H"], "positions_angstrom": [[0.815, -0.772, -1.199], [0.835, 3.096, -1.228], [0.732, 1.913, -0.981], [1.203, 0.948, -1.727], [-0.062, 1.482, 0.251], [-1.380, 0.856, -0.196], [-2.278, 0.596, 1.014], [-1.696, -0.712, 1.595], [-0.335, -0.837, 0.996], [-1.028, -0.430, -0.707], [0.587, 0.340, 1.085], [2.095, -0.020, 0.801], [2.929, 0.443, 1.538], [2.331, -0.859, -0.179], [-0.227, 2.382, 0.836], [-1.881, 1.458, -0.954], [-3.312, 0.425, 0.719], [-2.255, 1.443, 1.698], [-2.283, -1.575, 1.288], [-1.642, -0.728, 2.686], [0.117, -1.827, 0.961], [0.612, 0.652, 2.134], [0.778, -3.105, -1.737], [1.572, -1.735, -2.583], [1.122, -1.580, -3.558], [2.648, -1.853, -2.556]], "forces_ev_per_a": [[0.4, -0.2, -1.1], [0.0, -0.4, -0.1], [0.0, 0.4, -0.1], [-0.3, -0.1, 0.0], [0.0, 0.1, 0.0], [-0.2, 0.4, -0.2], [-0.1, -0.3, -0.1], [0.1, 0.1, 0.3], [-1.0, 0.2, -1.6], [0.2, -0.5, 2.0], [0.6, -0.1, 0.7], [0.0, 0.0, 0.2], [0.0, 0.0, 0.0], [-0.1, 0.0, 0.2], [0.0, -0.1, 0.1], [0.1, -0.2, -0.2], [0.0, 0.1, 0.0], [0.0, -0.1, 0.1], [0.0, 0.0, 0.0], [0.1, 0.1, 0.0], [-0.1, 0.0, -0.2], [-0.1, 0.0, 0.0], [0.0, 0.2, 0.0], [0.3, 0.1, 0.2], [0.0, 0.0, 0.0], [0.0, 0.0, -0.1]], "lumo_energy_ev": [-0.707, -0.579], "de_lowest_kj_mol": 95.29, "homo_ev": [-9.633, -9.636]}